135
Properties=species:S:1:pos:R:3:mulliken_charge:R:1 method="wB97M-V/def2-TZVPD" charge=0 gap_ev=9.94 e_homo_ev=-9.39
O 0.198 3.517 -1.865 -0.20
H 0.674 3.873 -1.106 0.23
H 0.642 3.915 -2.641 0.26
O 4.288 0.347 -0.697 -0.68
H 4.208 0.961 0.022 0.33
H 3.496 0.580 -1.260 0.25
O 2.644 1.872 0.993 -0.71
H 2.189 1.258 0.386 0.20
H 2.871 1.346 1.755 0.26
O 2.570 -0.117 3.273 -0.71
H 3.017 -0.811 3.749 0.32
H 1.751 -0.562 2.963 0.39
O 4.711 -2.638 -1.286 -0.56
H 4.812 -1.748 -0.931 0.29
H 5.307 -2.692 -2.100 0.25
C -3.090 -1.440 6.462 -0.65
O -2.342 -0.273 6.286 -0.36
C -0.924 -0.348 6.358 -0.46
C -0.264 0.921 5.838 -0.86
N -0.689 1.130 4.455 -0.01
C 0.026 2.320 3.824 -1.71
C -0.341 2.489 2.343 1.65
O -1.695 2.773 2.350 -0.56
C -2.208 2.698 1.054 -0.25
H -2.666 -2.051 7.332 0.27
H -3.100 -2.063 5.544 0.16
H -4.113 -1.122 6.661 0.26
H -0.541 -1.156 5.756 0.26
H -0.508 -0.352 7.365 0.38
H 0.799 0.703 5.848 0.37
H -0.457 1.739 6.519 0.50
H -1.700 1.284 4.485 0.19
H 1.082 2.048 3.852 0.47
H -0.144 3.253 4.320 0.48
H -0.028 1.525 1.841 -0.40
H 0.235 3.338 1.949 -0.28
H -2.031 1.650 0.672 -0.09
H -1.830 3.440 0.327 0.23
H -3.301 2.815 1.110 0.32
C -3.961 -2.188 -1.518 -1.70
C -2.783 -2.097 -2.480 2.51
C -2.755 -3.214 -3.464 -1.48
O -2.864 -0.846 -3.181 -0.52
H -3.891 -2.989 -0.772 0.34
H -4.915 -2.290 -2.031 0.37
H -4.110 -1.289 -0.980 0.40
H -1.868 -2.147 -1.836 -0.86
H -3.583 -3.235 -4.161 0.42
H -2.634 -4.159 -2.859 0.25
H -1.862 -3.139 -4.169 0.30
H -3.198 -0.130 -2.626 0.20
C 2.947 5.384 2.217 -1.37
C 1.853 5.409 1.139 1.14
C 1.829 6.792 0.413 -1.53
O 1.966 4.336 0.218 -0.47
H 2.866 4.471 2.838 0.22
H 2.856 6.294 2.853 0.38
H 3.930 5.289 1.859 0.38
H 0.888 5.408 1.720 0.01
H 2.732 6.908 -0.190 0.37
H 1.711 7.668 1.109 0.36
H 0.968 6.917 -0.241 0.37
H 2.257 3.527 0.702 0.13
C -1.340 -3.061 2.997 -1.19
C -0.823 -1.973 2.045 2.51
C -1.846 -1.225 1.308 -0.34
O 0.064 -1.116 2.760 0.13
H -1.969 -2.735 3.807 -0.14
H -0.421 -3.519 3.397 0.41
H -1.954 -3.848 2.565 0.23
H -0.245 -2.459 1.255 -1.45
H -2.549 -1.896 0.786 0.24
H -1.446 -0.480 0.596 -0.77
H -2.452 -0.647 1.996 0.46
H -0.451 -0.527 3.340 -0.12
C -3.092 3.638 -3.843 -1.45
C -4.107 2.848 -2.935 0.82
C -5.182 2.117 -3.696 -1.57
O -3.499 1.895 -2.076 -0.51
H -3.665 4.422 -4.337 0.48
H -2.573 3.056 -4.605 0.33
H -2.278 4.173 -3.300 0.26
H -4.482 3.655 -2.262 0.15
H -4.782 1.565 -4.540 0.32
H -5.818 2.876 -4.192 0.47
H -5.863 1.608 -3.047 0.38
H -2.554 2.073 -2.074 0.08
C 2.094 2.601 -5.412 -0.87
C 1.861 4.122 -5.427 0.37
C 0.503 4.657 -5.941 -1.18
O 1.964 4.644 -4.046 -0.53
H 1.535 2.219 -6.264 0.36
H 1.641 2.225 -4.505 -0.07
H 3.114 2.266 -5.583 0.37
H 2.550 4.558 -6.089 0.35
H 0.257 4.333 -6.965 0.39
H 0.606 5.770 -5.913 0.36
H -0.303 4.353 -5.306 0.15
H 2.002 5.609 -4.039 0.25
C 0.698 -0.384 -3.350 -1.38
C 0.741 -0.242 -1.814 1.41
C 1.272 -1.451 -1.125 0.02
O 1.513 0.899 -1.486 0.00
H 0.180 0.497 -3.796 0.18
H 0.077 -1.284 -3.630 0.04
H 1.703 -0.420 -3.763 0.48
H -0.281 -0.073 -1.487 -0.59
H 1.576 -1.230 -0.118 0.10
H 2.266 -1.812 -1.508 0.44
H 0.622 -2.359 -1.225 -0.45
H 0.932 1.678 -1.718 -0.07
C -1.028 -6.471 1.157 -1.18
C -0.652 -6.234 -0.319 -0.01
C -0.637 -4.718 -0.564 0.40
O 0.618 -6.861 -0.596 -0.64
H -1.917 -5.961 1.354 0.37
H -0.287 -6.003 1.814 0.17
H -1.168 -7.559 1.400 0.34
H -1.327 -6.760 -0.991 0.47
H -0.234 -4.589 -1.561 0.41
H 0.007 -4.205 0.195 -0.57
H -1.719 -4.425 -0.511 0.02
H 1.298 -6.188 -0.497 0.33
C 3.562 -6.020 1.100 -1.32
C 2.754 -4.739 1.126 1.02
C 3.480 -3.690 2.064 -1.28
O 2.460 -4.258 -0.160 -0.42
H 3.640 -6.347 2.121 0.41
H 4.515 -5.904 0.477 0.27
H 2.938 -6.761 0.616 0.35
H 1.872 -4.930 1.649 -0.15
H 2.958 -2.747 1.901 0.15
H 4.515 -3.475 1.785 0.38
H 3.420 -4.036 3.115 0.44
H 3.209 -3.834 -0.479 0.08